[1]
Entry from the OMol25 dataset: C21H43N2P3PdSe as an isolated structure at a distorted geometry (wB97M-V/def2-TZVPD).

ORCA input file:
```
! wB97M-V def2-TZVPD RIJCOSX def2/J DEFGRID3
* xyz 4 5
Pd -0.306 -0.711 -0.236
P -0.560 3.003 3.182
P -2.236 -1.992 -0.179
P -0.862 0.638 -2.109
H 1.996 0.241 0.962
C 1.331 0.548 0.150
C 0.105 1.111 0.547
H -0.197 0.950 1.583
C -0.413 2.680 4.949
C -2.121 2.225 2.658
C -0.733 4.769 2.848
C -2.090 -3.384 -1.350
C -2.698 -2.807 1.371
C -3.771 -1.142 -0.652
C 0.474 1.680 -2.771
C -2.208 1.823 -1.776
C -1.358 -0.355 -3.538
H 1.855 0.938 -0.719
H -0.259 2.016 0.042
H 0.377 1.932 5.080
H -1.350 2.277 5.355
H -0.139 3.598 5.481
H -2.363 1.376 3.311
H -2.079 1.868 1.626
H -2.948 2.946 2.727
H 0.260 5.232 2.904
H -1.397 5.251 3.578
H -1.133 4.910 1.835
H -3.054 -3.906 -1.412
H -1.322 -4.075 -0.981
H -1.795 -3.028 -2.343
H -3.570 -3.454 1.201
H -2.959 -2.056 2.128
H -1.865 -3.417 1.737
H -4.602 -1.860 -0.605
H -3.717 -0.731 -1.666
H -3.964 -0.333 0.064
H 0.037 2.262 -3.592
H 1.306 1.073 -3.148
H 0.841 2.365 -2.001
H -2.424 2.339 -2.722
H -1.906 2.565 -1.024
H -3.111 1.310 -1.423
H -1.508 0.340 -4.374
H -2.283 -0.905 -3.339
H -0.556 -1.061 -3.787
C 2.732 -1.196 -2.829
C 3.609 -0.207 -2.333
C 4.445 0.465 -3.218
C 4.471 0.099 -4.572
C 3.626 -0.910 -5.063
C 2.733 -1.547 -4.203
Se 1.733 -2.129 -1.589
H 0.688 2.587 2.597
H 3.636 -0.017 -1.262
H 5.064 1.269 -2.814
H 5.152 0.614 -5.251
H 3.651 -1.204 -6.115
H 2.066 -2.338 -4.528
C 2.859 -2.369 1.398
C 1.642 -2.073 2.170
N 0.453 -1.589 1.813
C -0.282 -1.409 2.968
C 0.456 -1.856 4.037
N 1.654 -2.281 3.513
H 3.581 -2.879 2.045
H 2.599 -3.036 0.565
H 3.321 -1.448 1.030
H -1.277 -0.995 2.976
H 0.212 -1.923 5.080
H 2.449 -2.676 4.014
*
```

Properties
molecular weight: 601.89 g mol⁻¹
HOMO energy (alpha / beta): -0.63163 / -0.72887 Ha
energy relative to the best compared isomer or geometry (same formula, charge and spin): 14.1 kcal/mol

Atomic partial charges in e from the Mulliken method, atoms 1 to 6: 0.02, 0.94, 1.19, 0.95, 0.37, -0.05


[2]
Entry from the OMol25 dataset: a 7-piece molecular cluster, C21H43N5O11 overall at a distorted geometry (wB97M-V/def2-TZVPD).

ORCA input file:
```
! wB97M-V def2-TZVPD RIJCOSX def2/J DEFGRID3
* xyz 1 2
C 1.801 -1.640 3.572
C 0.630 -2.421 4.146
O -0.390 -1.467 4.152
C 0.029 -0.209 3.743
O -0.600 0.820 3.738
O 1.308 -0.340 3.381
H 2.026 -2.054 2.589
H 2.702 -1.682 4.184
H 0.837 -2.759 5.161
H 0.552 -3.350 3.582
C 3.147 -2.443 -1.244
C 4.292 -2.016 -2.205
O 3.931 -2.670 -3.424
C 3.065 -3.702 -3.116
O 2.710 -4.644 -3.852
O 2.649 -3.584 -1.797
H 2.461 -1.601 -1.152
H 3.615 -2.619 -0.275
H 5.206 -2.477 -1.830
H 4.198 -0.936 -2.315
C -3.027 -5.863 1.736
C -1.609 -5.391 1.808
O -1.123 -5.515 2.929
N -1.135 -4.719 0.748
C 0.232 -4.243 0.551
H -3.080 -6.575 0.912
H -3.635 -5.110 1.233
H -3.505 -6.159 2.670
H -1.875 -4.491 0.098
H 0.422 -4.259 -0.522
H 0.937 -4.969 0.958
H 0.540 -3.307 1.019
C 2.607 8.325 4.005
C 1.275 7.715 3.816
O 0.537 7.495 4.788
N 1.046 7.256 2.587
C -0.192 6.561 2.310
H 3.413 8.038 3.330
H 2.948 8.273 5.039
H 2.348 9.378 3.891
H 1.600 7.659 1.845
H -0.274 6.137 1.308
H -1.068 7.175 2.517
H -0.371 5.771 3.039
C -0.090 0.219 -5.369
C 0.833 1.482 -5.434
O 1.088 2.053 -6.460
N 1.250 1.969 -4.196
C 2.116 3.108 -3.963
H 0.547 -0.661 -5.461
H -0.620 0.317 -6.317
H -0.698 0.168 -4.466
H 1.074 1.352 -3.416
H 1.489 3.988 -3.819
H 2.769 3.225 -4.828
H 2.694 2.918 -3.059
C -0.336 -0.381 0.025
C 0.278 0.883 -0.567
O 0.740 0.823 -1.701
N 0.230 1.870 0.321
C 0.743 3.202 0.016
H -0.608 -0.411 1.080
H 0.409 -1.105 -0.303
H -1.271 -0.473 -0.528
H -0.241 1.727 1.202
H 1.749 3.170 -0.405
H 0.604 4.061 0.672
H 0.176 3.671 -0.788
C -5.703 -3.300 0.014
C -4.591 -2.778 -0.927
O -3.817 -3.470 -1.492
N -4.576 -1.467 -1.044
C -3.771 -0.776 -2.029
H -6.164 -4.226 -0.332
H -6.518 -2.624 0.274
H -5.197 -3.374 0.976
H -5.198 -0.960 -0.431
H -4.367 -0.206 -2.742
H -3.062 -1.336 -2.639
H -3.140 -0.048 -1.520
*
```

Properties
molecular weight: 541.60 g mol⁻¹
HOMO energy (alpha / beta): -0.40729 / -0.40729 Ha

Atomic partial charges in e from the Mulliken method, atoms 1 to 6: 0.13, -0.20, -0.33, 0.76, -0.57, -0.35


[3]
Entry from the OMol25 dataset: an isolated ion of composition C21H43N5O3P and charge +1 at a distorted geometry (wB97M-V/def2-TZVPD).

ORCA input file:
```
! wB97M-V def2-TZVPD RIJCOSX def2/J DEFGRID3
* xyz 1 1
H -2.612 -5.165 1.815
N -3.616 -5.094 2.043
C -4.065 -3.896 1.750
C -3.018 -2.858 1.156
N -3.630 -1.845 0.210
C -4.865 -1.190 0.674
P -6.477 -1.970 0.089
O -7.406 -0.972 -0.628
O -7.429 -2.600 1.374
O -6.223 -3.234 -1.021
C -2.957 -1.613 -0.913
N -1.745 -2.147 -1.447
C -1.362 -1.585 -2.694
N -2.422 -0.644 -2.911
N -3.332 -0.675 -1.910
C -4.461 0.264 -2.114
C -4.290 1.695 -1.387
C -2.920 1.862 -0.587
C -3.093 3.007 0.549
C -1.669 3.605 1.013
C -0.616 2.477 1.436
C 0.862 3.140 1.291
C 1.906 1.966 0.984
C 3.368 2.534 0.593
C 3.674 2.230 -0.965
C 4.032 0.658 -1.144
C 5.511 0.464 -0.548
C 6.335 -0.649 -1.353
C 6.452 -2.012 -0.516
C 7.667 -1.980 0.552
C 7.231 -1.292 1.937
H -5.151 -3.700 1.994
H -2.181 -3.452 0.683
H -2.554 -2.266 2.019
H -4.865 -1.261 1.820
H -4.914 -0.067 0.456
H -7.284 -1.957 2.108
H -5.315 -3.597 -0.915
H -0.466 -1.799 -3.339
H -2.405 -0.054 -3.748
H -5.469 -0.192 -1.865
H -4.497 0.497 -3.236
H -4.299 2.509 -2.193
H -5.156 1.937 -0.693
H -2.632 0.921 -0.027
H -2.060 2.230 -1.249
H -3.532 2.466 1.462
H -3.776 3.854 0.200
H -1.851 4.235 1.954
H -1.229 4.324 0.246
H -0.734 2.153 2.519
H -0.602 1.567 0.761
H 0.877 3.831 0.384
H 1.146 3.711 2.236
H 1.977 1.317 1.922
H 1.519 1.332 0.125
H 3.444 3.653 0.788
H 4.129 1.993 1.246
H 2.746 2.465 -1.590
H 4.506 2.904 -1.338
H 3.950 0.348 -2.241
H 3.288 0.088 -0.496
H 5.395 0.167 0.547
H 6.002 1.490 -0.552
H 7.386 -0.271 -1.562
H 5.820 -0.839 -2.350
H 6.651 -2.905 -1.192
H 5.448 -2.193 -0.002
H 8.553 -1.431 0.104
H 7.898 -3.077 0.775
H 7.593 -1.958 2.794
H 7.708 -0.258 2.055
H 6.105 -1.199 2.063
*
```

Properties
molecular weight: 444.58 g mol⁻¹
structure (SMILES): [H]/N=C\C/[N+](CP(=O)(O)O)=c1\nc[nH]n1CCCCCCCCCCCCCCCC
HOMO energy: -0.43953 Ha

Atomic partial charges in e from the Mulliken method, atoms 1 to 6: 0.27, -0.64, 0.24, -0.95, 0.06, -0.64


[4]
Entry from the OMol25 dataset: a 4-piece molecular cluster, C21H44Cl2N7O9P2 overall at a distorted geometry (wB97M-V/def2-TZVPD).

ORCA input file:
```
! wB97M-V def2-TZVPD RIJCOSX def2/J DEFGRID3
* xyz 1 1
C -6.296 2.863 -2.402
C -5.004 2.056 -3.016
O -3.814 2.935 -3.225
C -3.266 2.744 -4.578
O -4.071 3.090 -5.618
C -1.728 2.152 -4.861
C -0.827 2.246 -3.492
C -0.515 0.810 -2.766
N -1.707 0.135 -2.128
C -2.548 -0.644 -3.115
C -1.272 -0.864 -1.035
N -0.769 -2.264 -1.301
P 0.869 -2.304 -1.998
O 1.882 -1.002 -1.437
Cl 1.775 -4.129 -1.267
N -1.409 -0.452 0.297
N -1.881 0.830 0.488
C -3.188 0.903 1.230
C -4.413 1.788 0.514
O -3.481 0.384 2.423
C -0.840 1.798 0.985
C 0.699 1.464 1.436
O -1.206 3.110 1.017
P -0.961 -1.606 1.627
O -1.864 -3.123 1.433
Cl 1.099 -2.132 1.538
H -7.270 2.508 -2.970
H -6.140 4.021 -2.576
H -6.474 2.686 -1.252
H -4.679 1.263 -2.212
H -5.301 1.447 -3.982
H -1.265 2.893 -5.667
H -1.742 1.092 -5.368
H -1.243 3.006 -2.696
H 0.232 2.684 -3.825
H -0.049 0.091 -3.586
H 0.306 1.023 -1.931
H -3.236 0.030 -3.782
H -1.798 -1.195 -3.839
H -3.174 -1.484 -2.564
H -1.456 -2.858 -1.816
H 2.100 -0.359 -2.182
H -4.048 2.417 -0.403
H -5.363 1.111 0.278
H -4.780 2.564 1.342
H 1.345 2.445 1.527
H 1.189 0.740 0.655
H 0.734 0.938 2.495
H -2.584 -3.187 2.129
C 0.785 0.517 -6.321
O 0.777 0.157 -5.151
N 1.903 0.900 -7.032
C 1.830 1.315 -8.417
C 3.193 0.887 -6.373
H -0.141 0.564 -6.916
H 2.452 0.647 -9.020
H 2.204 2.339 -8.500
H 0.801 1.277 -8.786
H 3.404 -0.129 -6.025
H 3.157 1.555 -5.508
H 3.980 1.213 -7.058
C 0.541 0.253 5.100
O 1.351 0.533 4.226
N 0.484 -0.942 5.785
C -0.508 -1.197 6.808
C 1.447 -1.977 5.471
H -0.236 0.969 5.416
H 0.004 -1.407 7.752
H -1.106 -2.064 6.514
H -1.167 -0.335 6.942
H 2.455 -1.591 5.647
H 1.351 -2.244 4.414
H 1.279 -2.862 6.091
C 5.046 -4.052 6.868
O 3.830 -4.200 6.875
N 5.712 -2.883 7.167
C 7.156 -2.789 7.136
C 4.943 -1.709 7.526
H 5.725 -4.881 6.609
H 7.514 -2.505 8.129
H 7.445 -2.025 6.409
H 7.607 -3.744 6.851
H 4.341 -1.934 8.411
H 4.272 -1.457 6.699
H 5.603 -0.863 7.735
*
```

Properties
molecular weight: 671.48 g mol⁻¹
HOMO energy: -0.39571 Ha

Atomic partial charges in e from the Mulliken method, atoms 1 to 6: -0.93, -0.10, -0.24, 0.04, -0.56, -0.28


[5]
Entry from the OMol25 dataset: C21H44GeN7S2Si3V as an isolated structure (wB97M-V/def2-TZVPD).

ORCA input file:
```
! wB97M-V def2-TZVPD RIJCOSX def2/J DEFGRID3
* xyz 3 4
V 0.811 -1.515 0.146
C 2.480 -1.440 4.239
C 2.185 -1.316 2.780
N 1.096 -1.743 2.246
N 0.150 -2.380 2.996
C -0.787 -3.098 2.345
N -1.704 -3.726 3.051
S -0.764 -3.230 0.638
C 3.142 -0.749 1.811
C 4.427 -0.391 2.169
C 5.306 0.071 1.193
C 4.874 0.156 -0.117
C 3.576 -0.235 -0.407
N 2.727 -0.685 0.520
H 1.614 -1.144 4.835
H 3.301 -0.802 4.549
H 2.738 -2.473 4.490
H 0.243 -2.420 4.002
H -1.744 -3.703 4.061
H -2.392 -4.293 2.576
H 4.768 -0.473 3.190
H 6.316 0.352 1.461
H 5.523 0.504 -0.907
H 3.202 -0.203 -1.423
C 1.387 2.951 -0.319
Si -0.039 2.320 -1.368
C -1.354 3.608 -1.571
C 0.480 1.569 -2.980
Ge -0.761 0.578 0.359
Si -0.915 1.632 2.566
C -1.549 3.369 2.336
C -2.108 0.609 3.586
C 0.786 1.738 3.357
Si -3.151 0.558 -0.558
C -3.741 -0.982 0.334
C -4.141 2.021 0.001
C -3.098 0.322 -2.394
H 2.103 3.424 -1.000
H 1.917 2.182 0.244
H 1.041 3.714 0.379
H -0.875 4.453 -2.079
H -1.747 3.979 -0.625
H -2.179 3.278 -2.200
H 0.758 2.392 -3.647
H -0.336 1.018 -3.444
H 1.337 0.901 -2.888
H -2.491 3.431 1.798
H -0.815 4.000 1.831
H -1.711 3.800 3.330
H -3.123 0.670 3.192
H -2.129 1.004 4.606
H -1.837 -0.445 3.641
H 1.235 2.705 3.123
H 1.495 0.974 3.046
H 0.683 1.687 4.446
H -3.414 -1.041 1.373
H -3.443 -1.890 -0.188
H -4.836 -0.930 0.336
H -4.257 2.050 1.084
H -5.140 1.871 -0.428
H -3.783 2.986 -0.349
H -2.380 -0.454 -2.650
H -2.852 1.238 -2.932
H -4.090 0.003 -2.729
C -0.216 -0.989 -6.160
C -0.964 -1.695 -5.023
C -0.054 -2.074 -3.904
N -0.068 -1.577 -2.718
N 0.933 -2.081 -1.913
C 1.679 -2.999 -2.513
N 2.705 -3.642 -1.936
S 1.211 -3.262 -4.146
H -0.912 -0.731 -6.955
H 0.553 -1.632 -6.591
H 0.261 -0.073 -5.812
H -1.452 -2.594 -5.405
H -1.743 -1.053 -4.617
H 2.864 -3.572 -0.947
H 3.193 -4.376 -2.424
*
```

Properties
molecular weight: 666.58 g mol⁻¹
HOMO energy (alpha / beta): -0.58456 / -0.59475 Ha
energy relative to the best compared isomer or geometry (same formula, charge and spin): 0.0 kcal/mol

Atomic partial charges in e from the Mulliken method, atoms 1 to 6: 0.25, -2.11, 0.40, 0.99, -0.54, 0.66


[6]
Entry from the OMol25 dataset: a 4-piece molecular cluster, C21H44I2N3O3S overall at a distorted geometry (wB97M-V/def2-TZVPD).

ORCA input file:
```
! wB97M-V def2-TZVPD RIJCOSX def2/J DEFGRID3
* xyz 1 1
C 0.517 -1.123 -2.070
C -0.959 -0.417 -2.408
C -1.760 0.010 -1.018
C -1.830 1.639 -0.818
C -0.502 2.298 -0.111
C -0.105 1.650 1.343
C -1.112 2.098 2.578
C -1.099 0.973 3.809
C 0.322 0.940 4.626
S 1.068 -0.814 4.758
C 2.633 -0.706 3.722
I 4.204 0.667 4.513
C 2.896 -1.428 2.446
C 4.290 -1.256 1.541
I 1.397 -2.813 1.659
H 0.748 -2.035 -2.773
H 1.388 -0.324 -2.028
H 0.400 -1.562 -0.974
H -0.777 0.487 -3.137
H -1.609 -1.287 -2.897
H -1.374 -0.572 -0.064
H -2.887 -0.350 -1.174
H -2.016 2.106 -1.890
H -2.754 1.919 -0.149
H -0.744 3.456 0.034
H 0.413 2.212 -0.843
H -0.086 0.469 1.357
H 0.997 2.019 1.599
H -2.204 2.130 2.114
H -0.868 3.187 2.948
H -1.938 1.281 4.582
H -1.391 -0.080 3.388
H 0.248 1.355 5.724
H 1.081 1.612 3.999
H 0.084 -1.628 4.168
H 5.240 -1.053 2.193
H 4.109 -0.260 0.908
H 4.423 -2.116 0.745
C -4.711 -0.073 -3.976
O -4.358 0.206 -2.837
N -4.293 0.568 -5.123
C -4.758 0.178 -6.437
C -3.357 1.668 -5.010
H -5.421 -0.893 -4.175
H -3.897 -0.115 -7.045
H -5.262 1.031 -6.902
H -5.457 -0.661 -6.375
H -2.443 1.310 -4.529
H -3.801 2.450 -4.387
H -3.119 2.075 -5.997
C -5.180 -2.181 2.639
O -6.159 -1.462 2.792
N -4.616 -2.517 1.426
C -3.455 -3.377 1.328
C -5.204 -1.994 0.210
H -4.656 -2.633 3.498
H -2.649 -2.827 0.834
H -3.716 -4.257 0.734
H -3.117 -3.698 2.317
H -5.183 -0.900 0.247
H -6.245 -2.324 0.147
H -4.652 -2.344 -0.667
C 6.871 0.336 -0.554
O 6.559 -0.840 -0.697
N 7.836 0.807 0.312
C 8.147 2.217 0.424
C 8.560 -0.137 1.137
H 6.382 1.136 -1.132
H 9.201 2.367 0.172
H 7.966 2.539 1.453
H 7.528 2.812 -0.253
H 9.077 -0.852 0.490
H 7.849 -0.681 1.765
H 9.288 0.381 1.768
*
```

Properties
molecular weight: 672.48 g mol⁻¹
HOMO energy: -0.40279 Ha

Atomic partial charges in e from the Mulliken method, atoms 1 to 6: -0.55, -0.31, 0.73, -0.45, -0.68, 0.09